(1)
{
  "formula": "C5H13N3O2S",
  "method": "ωB97M-V with the def2-TZVPD basis set",
  "de_lowest_kcal_mol": 19.2,
  "total_charge": 0,
  "total_energy_ha": -911.13014,
  "symbols": ["C", "C", "C", "C", "C", "N", "N", "N", "O", "O", "S", "H", "H", "H", "H", "H", "H", "H", "H", "H", "H", "H", "H", "H"],
  "coordinates": [[2.01, -1.89, -0.57], [2.69, 1.34, 1.27], [-2.65, -0.93, -0.44], [-2.90, 1.43, -0.10], [2.18, -0.81, 0.49], [1.56, -2.99, -0.13], [2.65, 0.33, 0.21], [-2.11, 0.26, 0.23], [-0.07, 0.37, -1.55], [-0.01, 1.75, 0.58], [-0.40, 0.35, 0.20], [2.16, -1.66, -1.64], [3.35, 2.11, 1.03], [1.66, 1.88, 1.39], [2.98, 0.86, 2.26], [-2.70, -0.65, -1.48], [-1.86, -1.66, -0.27], [-3.53, -1.36, -0.01], [-3.12, 1.58, -1.16], [-3.95, 1.42, 0.42], [-2.31, 2.22, 0.20], [2.01, -0.98, 1.58], [1.50, -3.67, -0.95], [0.87, 0.69, -1.57]],
  "nbo_charge": [0.069, -0.480, -0.421, -0.426, 0.026, -0.578, -0.404, -0.622, -0.925, -0.941, 1.625, 0.186, 0.203, 0.271, 0.175, 0.198, 0.204, 0.212, 0.185, 0.202, 0.227, 0.178, 0.338, 0.498]
}

(2)
{
  "formula": "C2HN2O2",
  "method": "ωB97M-V with the def2-TZVPD basis set",
  "de_lowest_kcal_mol": 66.6,
  "total_charge": -1,
  "total_energy_ha": -336.74703,
  "symbols": ["C", "C", "N", "N", "O", "O", "H"],
  "coordinates": [[-1.52, 1.32, 0.14], [1.08, -0.62, -0.60], [-1.60, 2.39, 0.51], [1.23, -1.35, 0.30], [0.65, -0.21, -1.67], [1.62, -1.78, 1.42], [-1.47, 0.25, -0.09]],
  "nbo_charge": [0.109, 0.542, -0.379, -0.105, -0.758, -0.671, 0.261]
}

(3)
{
  "formula": "C3H9N",
  "method": "ωB97M-V with the def2-TZVPD basis set",
  "de_lowest_kcal_mol": 27.6,
  "total_charge": 0,
  "total_energy_ha": -174.40899,
  "symbols": ["C", "N", "C", "H", "H", "H", "H", "H", "C", "H", "H", "H", "H"],
  "coordinates": [[-1.18, 0.37, -1.37], [-1.59, 0.77, -0.25], [-1.35, -0.07, 0.92], [-1.53, 0.94, -2.23], [-0.52, -0.47, -1.57], [-2.22, 0.06, 1.56], [-1.17, -1.12, 0.72], [-0.51, 0.34, 1.48], [2.00, -0.16, 0.15], [2.52, -0.72, 0.93], [1.17, -0.75, -0.22], [1.68, 0.81, 0.54], [2.70, 0.01, -0.66]],
  "nbo_charge": [-0.064, -0.383, -0.454, 0.168, 0.141, 0.208, 0.179, 0.207, -0.848, 0.214, 0.203, 0.215, 0.214]
}

| no. | HOMO-LUMO gap (eV) |
| --- | --- |
| 1 | 10.269 |
| 2 | 7.066 |
| 3 | 10.790 |